Model one:
# C3H11NO3

A 2-piece molecular cluster, C3H11NO3 overall (ωB97M-V/def2-TZVPD, the Open Molecules 2025 dataset).

```
18
C3H11NO3 | the Open Molecules 2025 dataset | ωB97M-V/def2-TZVPD
N 0.664 -1.032 -0.258
C 0.544 0.308 0.344
C 1.432 1.386 -0.303
O 2.743 0.867 -0.546
C -0.928 0.644 0.316
O -1.595 -0.242 1.290
H 0.526 -0.941 -1.265
H 1.630 -1.328 -0.175
H 0.863 0.180 1.376
H 1.481 2.216 0.397
H 1.076 1.653 -1.295
H 3.186 0.705 0.301
H -1.401 0.357 -0.619
H -1.242 1.607 0.701
H -1.285 -1.135 1.103
O -2.780 -1.795 -0.775
H -2.944 -1.180 -0.044
H -1.971 -2.270 -0.548
```

As for the net charge: 0. As for the HOMO energy: -10.056 eV. The HOMO-LUMO gap is 10.67 eV.

Model two:
# C3H11NO3

A 3-piece molecular cluster, C3H11NO3 overall (ωB97M-V/def2-TZVPD, the Open Molecules 2025 dataset).

```
18
C3H11NO3 | the Open Molecules 2025 dataset | ωB97M-V/def2-TZVPD
C 0.352 2.612 -0.552
C 1.192 1.695 0.357
N 1.546 0.468 -0.385
C 0.231 1.491 1.573
O 0.449 1.958 2.650
H 0.430 2.267 -1.584
H -0.729 2.589 -0.357
H 0.847 3.576 -0.555
H 2.006 2.281 0.780
H 0.742 0.050 -0.836
H 2.149 0.834 -1.105
H -0.620 0.857 1.350
O -1.399 -1.297 0.246
H -2.027 -0.553 0.224
H -0.872 -0.979 0.978
O -1.619 -6.283 -0.849
H -1.529 -5.519 -0.270
H -1.149 -6.048 -1.665
```

As for the net charge: 0. As for the HOMO energy: -9.652 eV. The HOMO-LUMO gap is 10.20 eV.

Model three:
# C3H11NO3

A 3-piece molecular cluster, C3H11NO3 overall (ωB97M-V/def2-TZVPD, the Open Molecules 2025 dataset).

```
18
C3H11NO3 | the Open Molecules 2025 dataset | ωB97M-V/def2-TZVPD
C 0.227 3.024 -0.319
N -0.093 1.980 0.661
C -1.192 1.143 0.130
C -1.593 0.013 1.087
O -0.858 -0.758 1.626
H 0.921 2.616 -1.066
H -0.609 3.358 -0.960
H 0.690 3.900 0.124
H -0.591 2.525 1.373
H -0.776 0.652 -0.754
H -2.124 1.650 -0.117
H -2.694 -0.140 1.127
O 2.659 -0.947 -1.968
H 2.788 -1.576 -2.670
H 1.919 -1.207 -1.414
O 0.132 -3.580 -0.406
H -0.261 -4.133 0.289
H 0.968 -3.907 -0.660
```

As for the net charge: 0. As for the HOMO energy: -9.660 eV. The HOMO-LUMO gap is 10.32 eV.

model one comes first in stability; the runner-up is 58.1 kJ/mol higher.

Model one:
# C3H11NO3

A 4-piece molecular cluster, C3H11NO3 overall (ωB97M-V/def2-TZVPD, the Open Molecules 2025 dataset).

```
18
C3H11NO3 | the Open Molecules 2025 dataset | ωB97M-V/def2-TZVPD
C -0.589 0.731 1.775
C -0.808 1.773 0.931
N -1.311 1.815 -0.385
C -1.697 0.746 -0.927
H -0.728 -0.321 1.504
H -0.220 0.972 2.789
H -0.776 2.735 1.435
H -1.970 -0.163 -0.344
H -1.673 0.528 -2.003
O 1.786 0.995 -1.396
H 1.170 1.085 -0.655
H 1.331 1.439 -2.120
O -0.904 -2.411 -0.088
H -0.123 -2.835 -0.469
H -0.742 -2.575 0.851
O 2.299 -1.782 0.003
H 1.963 -0.896 -0.232
H 2.991 -1.836 -0.670
```

As for the net charge: 0. As for the HOMO energy: -9.292 eV. The HOMO-LUMO gap is 9.43 eV.

Model two:
# C3H11NO3

A 2-piece molecular cluster, C3H11NO3 overall (ωB97M-V/def2-TZVPD, the Open Molecules 2025 dataset).

```
18
C3H11NO3 | the Open Molecules 2025 dataset | ωB97M-V/def2-TZVPD
N 0.925 -1.455 0.193
C 0.484 -0.106 -0.108
C -0.256 0.455 1.141
O -1.338 -0.299 1.547
C 1.670 0.826 -0.348
O 2.397 0.541 -1.538
H 0.573 -1.775 1.039
H 0.944 -2.079 -0.591
H -0.147 -0.041 -1.000
H -0.449 1.482 0.874
H 0.485 0.465 1.924
H -1.866 -0.797 0.926
H 2.385 0.669 0.467
H 1.496 1.889 -0.251
H 1.769 0.510 -2.265
O -3.024 0.109 -0.649
H -3.865 0.090 -1.123
H -3.210 0.654 0.121
```

As for the net charge: 0. As for the HOMO energy: -8.917 eV. The HOMO-LUMO gap is 9.37 eV.

model two comes first in stability; the runner-up is 91.5 kJ/mol higher.